{"formula": "C35H60BClN3O6", "method": "ωB97M-V/def2-TZVPD", "charge": 1, "spin_multiplicity": 1, "symbols": ["C", "C", "C", "C", "C", "C", "C", "C", "C", "C", "C", "C", "C", "C", "B", "O", "N", "C", "C", "C", "C", "C", "O", "N", "C", "C", "C", "O", "C", "C", "C", "C", "C", "C", "O", "C", "Cl", "C", "C", "O", "H", "H", "H", "H", "H", "H", "H", "H", "H", "H", "H", "H", "H", "H", "H", "H", "H", "H", "H", "H", "H", "H", "H", "H", "H", "H", "H", "H", "H", "H", "H", "H", "H", "H", "H", "H", "H", "H", "H", "H", "H", "H", "H", "H", "H", "H", "H", "H", "C", "C", "C", "O", "C", "N", "H", "H", "H", "H", "H", "H", "H", "H", "H", "H", "H", "H"], "coordinates": [[-1.1634, -4.8207, 1.7385], [-2.5932, -4.2667, 1.8696], [-2.6973, -2.7884, 2.3028], [-3.5149, -1.8863, 1.3540], [-2.7190, -0.7555, 0.6990], [-3.6303, 0.2972, 0.0650], [-2.9201, 1.5868, -0.3809], [-2.7136, 1.6755, -1.8918], [-2.2495, 3.0553, -2.3640], [-0.7827, 3.3677, -2.0299], [-0.1779, 4.3674, -3.0060], [1.3206, 4.7782, -2.8308], [2.1444, 3.9509, -1.8778], [3.0018, 2.9535, -2.4035], [3.1843, 2.7252, -3.9672], [3.7524, 3.7477, -4.6694], [2.8056, 1.4494, -4.5622], [3.4900, 1.0698, -5.8048], [1.3604, 1.2231, -4.6067], [3.7672, 2.1492, -1.5316], [4.7487, 1.1269, -2.0334], [6.1546, 1.6646, -2.0659], [6.4173, 2.8233, -1.9516], [7.1364, 0.6365, -2.2412], [8.2423, 1.1394, -3.0729], [7.6230, 0.3072, -0.8893], [3.6887, 2.3420, -0.1452], [4.4683, 1.5569, 0.6571], [3.7944, 0.4957, 1.3148], [4.5267, 0.1286, 2.5797], [3.9497, -1.1526, 3.1664], [2.8620, 3.3388, 0.3955], [2.0762, 4.1321, -0.4732], [1.1629, 5.1463, 0.1231], [0.6075, 6.0174, -0.4908], [0.8970, 5.0279, 1.5890], [-0.4162, 5.9544, 2.1774], [1.6450, 4.2881, 2.4010], [2.8056, 3.5541, 1.8704], [3.6466, 3.1674, 2.6410], [-0.4335, -4.1372, 2.1559], [-0.9031, -5.0208, 0.7013], [-1.0581, -5.7683, 2.2646], [-3.1264, -4.4127, 0.9303], [-3.1200, -4.8826, 2.6009], [-1.7043, -2.3718, 2.4634], [-3.1907, -2.7655, 3.2758], [-3.9573, -2.5076, 0.5739], [-4.3375, -1.4317, 1.9106], [-2.0382, -0.3013, 1.4193], [-2.1183, -1.1910, -0.1052], [-4.4386, 0.5247, 0.7618], [-4.0927, -0.1645, -0.8107], [-3.5028, 2.4490, -0.0533], [-1.9466, 1.6506, 0.1090], [-3.6324, 1.3899, -2.4052], [-1.9458, 0.9430, -2.1597], [-2.8792, 3.8142, -1.8952], [-2.4116, 3.1333, -3.4408], [-0.2233, 2.4286, -2.0132], [-0.7571, 3.7585, -1.0145], [-0.7870, 5.2697, -2.9757], [-0.2863, 3.9379, -4.0029], [1.7885, 4.7270, -3.8089], [1.3671, 5.8193, -2.5382], [3.7253, 3.6260, -5.6237], [2.7828, 0.9009, -6.6172], [4.0345, 0.1328, -5.6697], [4.2207, 1.8114, -6.1205], [0.9189, 1.6017, -5.5312], [0.8805, 1.7451, -3.7787], [1.1215, 0.1655, -4.4882], [4.4774, 0.7289, -3.0066], [4.7738, 0.2723, -1.3562], [8.8134, 0.2890, -3.4372], [8.9123, 1.7969, -2.5145], [7.8517, 1.7078, -3.9116], [8.2979, -0.5429, -0.9477], [6.7853, 0.0349, -0.2481], [8.1325, 1.1596, -0.4334], [2.7707, 0.8002, 1.5565], [3.7155, -0.3792, 0.6565], [4.4298, 0.9326, 3.3059], [5.5914, 0.0108, 2.3801], [2.8586, -1.1217, 3.1283], [4.2595, -2.0335, 2.6050], [4.2292, -1.2744, 4.2101], [1.4844, 4.2325, 3.4670], [-8.7346, -6.0800, 4.3043], [-7.4918, -5.4479, 4.9059], [-6.8963, -4.2929, 4.1001], [-6.2471, -4.8017, 2.9559], [-6.9457, -4.6828, 1.7090], [-6.3895, -6.4817, 4.9430], [-8.5171, -6.5765, 3.3574], [-9.1702, -6.8174, 4.9799], [-9.4851, -5.3141, 4.1226], [-7.6836, -5.1435, 5.9342], [-6.1359, -3.7861, 4.7021], [-7.6641, -3.5594, 3.8530], [-7.5781, -3.7953, 1.7036], [-7.5505, -5.5680, 1.5049], [-6.1925, -4.5854, 0.9316], [-6.7183, -7.3984, 5.2451], [-5.6144, -6.1952, 5.5436], [-6.0188, -6.5359, 3.9815]], "atomic_forces_ev_per_a": [[-0.224, -0.201, -0.077], [0.200, -0.088, 0.163], [-0.421, -0.172, -0.073], [0.265, 0.140, 0.197], [-0.224, -0.213, -0.413], [0.212, -0.102, -0.007], [-0.140, -0.125, -0.046], [0.317, 0.105, 0.192], [0.059, -0.110, 0.031], [-0.280, -0.103, 0.157], [0.257, -0.051, 0.135], [-0.246, -0.014, -0.142], [0.244, -0.238, 0.491], [-0.013, -0.017, 0.571], [-0.170, -0.278, 0.217], [0.177, -0.001, 0.020], [0.078, 1.004, -0.703], [-0.216, -0.407, 0.259], [0.156, -0.303, 0.648], [-0.472, 0.420, -0.148], [-0.258, -0.100, 0.616], [-0.237, -0.606, -0.049], [0.224, 0.714, -0.220], [0.252, 0.570, -0.012], [0.061, -0.151, 0.293], [-0.171, -0.356, -0.153], [-0.233, 0.360, -0.128], [0.189, 0.106, -0.287], [-0.184, -0.015, 0.208], [0.028, -0.139, 0.302], [-0.177, -0.010, -0.066], [0.065, -0.283, -0.564], [0.288, -0.403, -0.440], [0.210, -0.349, 0.079], [-0.282, 0.409, -0.315], [0.052, -0.163, 0.447], [-0.162, 0.123, 0.082], [-0.227, 0.167, -0.251], [-0.259, 0.147, -0.355], [0.421, -0.270, 0.436], [0.166, 0.116, 0.035], [0.104, 0.140, -0.063], [0.040, -0.041, 0.036], [-0.020, 0.023, -0.077], [-0.125, 0.000, 0.018], [0.095, 0.045, -0.086], [0.119, 0.063, 0.128], [-0.165, 0.044, -0.073], [-0.104, -0.012, -0.005], [-0.012, 0.068, 0.101], [0.322, 0.057, 0.137], [-0.027, 0.088, 0.063], [-0.213, 0.019, -0.006], [0.012, 0.088, 0.017], [0.027, 0.120, 0.123], [-0.094, 0.036, -0.015], [-0.077, -0.130, -0.218], [-0.122, 0.098, -0.109], [0.064, -0.002, -0.079], [0.169, -0.007, -0.057], [0.170, 0.022, 0.151], [-0.041, 0.082, -0.094], [-0.085, 0.041, -0.123], [0.069, -0.037, -0.045], [0.002, 0.035, 0.050], [0.118, -0.003, -0.015], [-0.047, 0.146, -0.100], [0.038, -0.054, 0.016], [0.068, 0.026, -0.042], [-0.025, -0.037, -0.114], [0.017, 0.010, 0.047], [-0.057, -0.106, -0.185], [0.054, 0.066, -0.151], [-0.032, -0.111, -0.063], [0.035, -0.052, -0.058], [0.027, 0.089, 0.037], [-0.062, -0.076, -0.115], [0.095, -0.029, -0.006], [-0.052, -0.031, 0.010], [0.104, 0.056, 0.021], [-0.025, 0.014, 0.020], [0.070, 0.019, -0.161], [0.017, 0.160, -0.104], [0.067, 0.007, -0.106], [-0.083, -0.004, 0.070], [0.070, -0.063, 0.019], [0.108, -0.093, 0.012], [0.006, 0.076, 0.078], [0.095, -0.148, 0.005], [-0.249, 0.066, -0.031], [0.224, 0.019, 0.015], [-0.117, -0.015, -0.041], [0.088, 0.005, -0.065], [0.132, -0.098, 0.051], [-0.001, 0.069, -0.040], [0.005, 0.009, 0.005], [-0.005, 0.026, 0.010], [0.057, 0.045, 0.008], [-0.007, 0.019, -0.024], [-0.080, -0.043, 0.004], [0.002, 0.019, 0.008], [-0.041, 0.026, 0.040], [0.026, 0.006, 0.016], [-0.007, 0.003, 0.012], [-0.032, -0.014, 0.043], [-0.032, 0.041, -0.030]]}


{"formula": "C3H8N4O", "method": "ωB97M-V/def2-TZVPD", "charge": 0, "spin_multiplicity": 1, "e_above_lowest_ev": 2.7248, "smiles": "[H]/N=C(N)/C(CNO)=N/[H]", "symbols": ["H", "N", "C", "N", "C", "C", "N", "O", "N", "H", "H", "H", "H", "H", "H", "H"], "coordinates": [[-2.2200, 1.5371, -1.7965], [-1.5652, 0.8414, -1.4475], [-1.0023, 1.1567, -0.3535], [-1.1471, 2.3007, 0.3623], [-0.0317, 0.1960, 0.2449], [0.4045, -0.9345, -0.6564], [0.9040, -2.1249, 0.0070], [2.1486, -1.8691, 0.6743], [0.3169, 0.3952, 1.4413], [0.9893, -0.2745, 1.8110], [-1.8956, 2.9404, 0.1580], [-0.7322, 2.3058, 1.2806], [1.1875, -0.5615, -1.3244], [-0.4452, -1.2304, -1.2747], [0.2642, -2.3967, 0.7533], [2.8243, -2.2817, 0.1203]], "atomic_forces_ev_per_a": [[0.057, 0.108, 0.155], [-0.149, -0.371, -0.513], [-0.256, 0.624, -0.011], [-0.044, 0.275, 0.123], [0.279, -0.467, 0.076], [0.182, -0.070, 0.163], [0.089, -0.334, -0.077], [-0.095, 0.291, 0.049], [0.023, 0.211, 0.411], [-0.023, -0.119, -0.294], [0.062, -0.112, 0.006], [-0.041, 0.011, 0.023], [-0.154, -0.060, -0.057], [0.127, 0.040, 0.001], [0.271, 0.051, -0.082], [-0.326, -0.078, 0.028]]}


{"formula": "C4H6N4", "method": "ωB97M-V/def2-TZVPD", "charge": 0, "spin_multiplicity": 1, "e_above_lowest_ev": 5.9350, "smiles": "C=Nn1nccc1N", "symbols": ["C", "N", "N", "N", "C", "C", "C", "N", "H", "H", "H", "H", "H", "H"], "coordinates": [[-1.6195, -0.2642, -1.5733], [-1.0587, 0.9087, -1.2349], [-0.3411, 0.6157, -0.0126], [-0.2871, 1.2245, 1.2620], [0.6879, 0.6453, 1.8323], [1.0433, -0.4288, 1.1799], [0.3843, -0.5410, -0.0229], [0.9247, -1.5144, -0.9289], [-1.9032, -0.4645, -2.7668], [-1.4587, -1.3796, -0.9399], [1.2365, 0.9991, 2.8388], [1.7407, -1.3118, 1.5135], [1.9264, -1.6455, -0.7234], [0.8177, -1.3072, -2.0175]], "atomic_forces_ev_per_a": [[1.702, -0.745, -1.888], [-1.979, -3.879, 1.150], [-0.645, -1.145, -0.691], [-2.475, 3.480, -3.834], [1.784, 1.820, 5.684], [4.027, -7.429, -0.759], [2.921, 0.565, 1.480], [-0.901, 1.165, -3.242], [0.318, 1.082, 3.429], [-0.820, 3.683, -1.595], [-2.034, -0.639, -2.304], [-1.135, 2.192, -0.520], [-0.903, 0.273, -0.204], [0.139, -0.423, 3.293]]}


{"formula": "C4H7N2", "method": "ωB97M-V/def2-TZVPD", "charge": 1, "spin_multiplicity": 1, "e_above_lowest_ev": 5.3613, "smiles": "CC(C)=[N+]1C=N1", "symbols": ["C", "C", "C", "N", "C", "N", "H", "H", "H", "H", "H", "H", "H"], "coordinates": [[-0.7490, 1.4577, 0.1198], [-0.1571, 0.0868, 0.0330], [-0.8572, -1.0821, 0.6524], [0.9441, -0.1029, -0.5283], [2.1939, -0.6782, -0.9283], [2.0814, 0.5365, -1.1562], [-1.7421, 1.3901, 0.6660], [-0.0724, 2.0766, 0.6190], [-0.9299, 2.0090, -0.7812], [-1.6137, -1.3646, -0.1709], [-0.1403, -1.8263, 0.8912], [-1.3121, -0.7556, 1.5844], [2.3545, -1.7468, -1.0010]], "atomic_forces_ev_per_a": [[-2.264, -1.049, 0.489], [-1.177, 0.910, 0.505], [-0.915, 0.927, -1.585], [2.311, -1.033, -0.460], [-3.223, -1.274, 0.755], [0.751, 1.576, -0.611], [1.378, 0.221, -0.546], [1.048, 0.987, 1.317], [-0.042, -0.293, -0.999], [0.832, -0.069, 1.672], [0.345, -1.100, -0.103], [-0.429, -0.048, -0.205], [1.384, 0.247, -0.229]]}


Q: Which HOMO-LUMO gap values were calculated for the entries above? A: 0.242, 0.371, 0.316, 0.406, in hartree.
Q: Which E_tot values were calculated for the entries above? A: -67216.8779, -11246.8989, -10200.0047, -7230.3770, in eV.
Q: Which E_LUMO values were calculated for the entries above? A: -3.40, 0.89, 0.15, -4.99, in eV.